2 unconnected molecules or ions with the total composition C2H6N3, computed with ωB97M-V/def2-TZVPD.

As for the HOMO energy: -15.0 eV. The value obtained for the HOMO-LUMO gap is 11.36 eV. Its charge is +1.

Structure (XYZ):
```
11
C2H6N3 ωB97M-V/def2-TZVPD
C -0.59979 0.64709 -0.74974
C 1.17594 -1.24651 1.01717
N -0.01173 1.50278 -1.32647
N 0.89709 -0.11917 0.50283
N -1.69575 0.13953 -0.29198
H 1.99765 -1.57900 1.74988
H 0.41386 -2.05326 0.74078
H 0.52086 1.95313 -2.06101
H -1.61720 -0.53434 0.38932
H 1.40844 0.78351 0.75460
H -2.48938 0.50624 -0.72537
```



2 unconnected molecules or ions with the total composition C2H6N3, computed with ωB97M-V/def2-TZVPD.

As for the HOMO energy (alpha / beta): -12.4 / -15.1 eV. The value obtained for the HOMO-LUMO gap (alpha / beta) is 7.20 / 7.02 eV. The expectation value of S² is 2.009. The spin multiplicity is 3. Its charge is +1.

Structure (XYZ):
```
11
C2H6N3 ωB97M-V/def2-TZVPD
C -1.89790 -0.13151 0.43986
C -0.48763 -0.45598 -0.12777
N -1.24389 0.50630 -0.59577
N 2.22842 -0.00751 -0.84368
N 1.67371 -0.01245 0.28605
H -2.75302 -0.77938 0.30675
H -1.95025 0.27098 1.40978
H -1.28363 1.29905 -1.21473
H 2.75583 -0.80931 -1.19551
H 1.19098 0.81221 0.54279
H 1.76738 -0.69241 0.99223
```



A molecular structure, C2H6N3O, computed with ωB97M-V/def2-TZVPD.

As for the HOMO energy: -2.7 eV. The value obtained for the HOMO-LUMO gap is 7.28 eV. Its charge is -1.

Structure (XYZ):
```
12
C2H6N3O ωB97M-V/def2-TZVPD
C 1.61566 0.42323 0.47360
C 0.68094 -0.18339 -0.58966
N -2.85551 -0.72160 0.21683
N -0.39278 -0.95937 -0.29350
N -1.85819 0.08492 0.21955
O -1.81698 1.25967 0.60537
H 0.84711 1.03400 1.07459
H 2.18714 -0.29853 0.95379
H 2.28262 1.15526 0.02087
H 1.25992 -0.89048 -1.26240
H 0.44575 0.64296 -1.26823
H -2.39568 -1.54669 -0.15082
```